Version P
The following is a quantum chemistry calculation of an isolated molecule of C2H3O2P, from OMol25.

Each line ends with the natural charge from an NBO analysis.
Positions of all 8 atoms, in Å:
1 C -0.43 -0.90 0.23  0.28
2 C -0.21 0.37 -0.29  -0.69
3 O -1.39 -1.61 -0.28  -0.70
4 O -2.87 0.20 0.89  -1.06
5 P -2.34 0.00 -0.45  1.47
6 H -0.15 -1.39 1.19  0.20
7 H 0.19 1.16 0.21  0.24
8 H -0.34 0.62 -1.35  0.26

Its net charge is 0. Its HOMO-LUMO gap is 9.41 eV. As for the spin multiplicity: 1.

Version Q
The following is a quantum chemistry calculation of an isolated molecule of C2H3O2P, from OMol25.

Each line ends with the natural charge from an NBO analysis.
Positions of all 8 atoms, in Å:
1 C 1.52 -0.08 0.36  0.22
2 C -1.45 0.36 0.78  0.24
3 O 2.12 0.25 1.36  -0.49
4 O -2.35 -0.28 0.37  -0.47
5 P 0.02 0.98 -0.33  0.24
6 H 1.84 -0.87 -0.35  0.14
7 H -1.37 0.87 1.74  0.13
8 H 0.05 2.15 0.58  -0.01

Its net charge is 0. Its HOMO-LUMO gap is 9.31 eV. As for the spin multiplicity: 1.

Version R
The following is a quantum chemistry calculation of a structure of composition C2H3O2P, from OMol25.

Each line ends with the natural charge from an NBO analysis.
Positions of all 8 atoms, in Å:
1 C -0.51 0.75 -0.07  0.13
2 C -1.07 -0.47 0.02  -0.56
3 O 0.77 0.98 0.28  -0.75
4 O 2.79 -0.40 0.48  -1.00
5 P 1.59 -0.40 -0.36  1.52
6 H -0.77 1.61 -0.65  0.19
7 H -2.02 -0.79 -0.47  0.23
8 H -0.78 -1.28 0.78  0.23

Its net charge is 0. Its HOMO-LUMO gap is 9.73 eV. As for the spin multiplicity: 1.

Version S
The following is a quantum chemistry calculation of an isolated molecule of C2H3O2P, from OMol25.

Each line ends with the natural charge from an NBO analysis.
Positions of all 8 atoms, in Å:
1 C 0.78 0.62 1.45  0.34
2 C 0.61 -0.36 0.37  0.02
3 O -0.19 1.01 2.01  -0.46
4 O 1.69 -1.32 0.06  -0.55
5 P -0.90 -0.78 -0.27  0.37
6 H 1.74 0.85 1.92  0.16
7 H -1.59 0.53 -0.61  0.04
8 H -0.60 -1.56 -1.56  0.08

Its net charge is 0. Its HOMO-LUMO gap is 8.00 eV. As for the spin multiplicity: 1.

Which structure is most stable, and how do the rest compare? From most to least stable: version R, version P, version Q, version S.

Version P
The following is a quantum chemistry calculation of the ion C3H7N4S with charge +1, from OMol25.

Each line ends with the natural charge from an NBO analysis.
Positions of all 15 atoms, in Å:
1 C -1.51 -1.09 1.56  -0.26
2 C -0.61 -1.59 0.72  -0.39
3 C 0.01 0.11 -1.46  0.37
4 N 0.73 0.80 -0.59  -0.34
5 N 0.06 0.44 -2.79  -0.73
6 N 1.39 1.30 1.45  -0.50
7 N 0.41 1.01 0.61  0.14
8 S -0.83 -1.45 -1.04  0.35
9 H -1.36 -1.30 2.62  0.23
10 H 0.40 -1.71 1.03  0.23
11 H 0.63 1.23 -3.22  0.45
12 H -0.44 -0.05 -3.50  0.43
13 H 1.25 1.90 2.21  0.42
14 H 2.42 1.26 1.08  0.39
15 H -2.55 -0.88 1.32  0.23

Its net charge is +1. Its HOMO-LUMO gap is 8.69 eV. As for the spin multiplicity: 1.

Version Q
The following is a quantum chemistry calculation of a structure of composition C3H7N4S, from OMol25.

Each line ends with the natural charge from an NBO analysis.
Positions of all 15 atoms, in Å:
1 C 0.43 1.04 0.58  0.23
2 C 0.02 1.52 1.95  -0.62
3 C 0.29 -0.40 -1.36  -0.43
4 N -1.99 -2.87 0.95  -0.35
5 N -1.42 -1.97 0.34  0.07
6 N -0.95 -0.91 0.69  -0.02
7 N -0.15 -0.04 -0.04  -0.08
8 S -0.91 0.13 2.71  0.26
9 H 0.97 1.79 -0.01  0.26
10 H 0.89 1.60 2.49  0.27
11 H -0.61 2.47 1.79  0.29
12 H 0.75 0.53 -1.69  0.24
13 H -0.60 -0.58 -1.96  0.25
14 H 0.87 -1.35 -1.28  0.26
15 H -2.02 -3.78 0.37  0.38

Its net charge is +1. Its HOMO-LUMO gap (alpha / beta) is 7.54 / 7.54 eV. As for the spin multiplicity: 1.

Version R
The following is a quantum chemistry calculation of the ion C3H7N4S with charge +1, from OMol25.

Each line ends with the natural charge from an NBO analysis.
Positions of all 15 atoms, in Å:
1 C -0.43 1.70 -0.39  0.30
2 C 1.37 0.06 -0.74  0.18
3 C -1.70 -1.60 1.44  -0.87
4 N -1.35 0.84 -0.39  -0.14
5 N -1.63 -0.26 -0.82  -0.26
6 N 0.91 1.39 -0.74  -0.64
7 N 2.63 -0.21 -0.97  -0.74
8 S -2.11 -1.59 -0.31  0.91
9 H -0.55 2.72 -0.06  0.23
10 H -1.68 -0.56 1.76  0.25
11 H -0.75 -2.06 1.70  0.27
12 H -2.41 -1.97 2.17  0.28
13 H 1.32 2.33 -0.74  0.40
14 H 2.98 -1.17 -0.82  0.42
15 H 3.40 0.40 -1.08  0.39

Its net charge is +1. Its HOMO-LUMO gap is 7.65 eV. As for the spin multiplicity: 1.

Which structure is most stable, and how do the rest compare? From most to least stable: version P, version R, version Q.

Version P
The following is a quantum chemistry calculation of a cluster of 2 separate species, CH4O3 in total, from OMol25.

Each line ends with the natural charge from an NBO analysis.
Positions of all 8 atoms, in Å:
1 C 1.15 -1.02 0.02  0.14
2 O -0.67 0.82 0.24  -0.95
3 O 2.34 0.83 -0.27  -0.45
4 O 2.00 -0.21 0.40  -0.05
5 H 1.23 -1.90 0.74  0.16
6 H 0.69 -1.13 -0.89  0.18
7 H -0.73 1.79 0.17  0.49
8 H -1.41 0.51 0.76  0.47

Its net charge is 0. Its HOMO-LUMO gap (alpha / beta) is 9.35 / 9.35 eV. As for the spin multiplicity: 1.

Version Q
The following is a quantum chemistry calculation of an isolated molecule of CH4O3, from OMol25.

Each line ends with the natural charge from an NBO analysis.
Positions of all 8 atoms, in Å:
1 C -0.33 0.20 0.33  0.22
2 O -1.15 -0.35 -0.63  -0.70
3 O 1.56 -0.43 -0.58  -0.42
4 O 0.90 -0.22 0.65  -0.28
5 H -0.18 1.21 -0.04  0.12
6 H -0.99 0.33 1.45  0.14
7 H -1.39 -1.25 -0.35  0.47
8 H 1.58 0.52 -0.83  0.44

Its net charge is 0. Its HOMO-LUMO gap is 11.42 eV. As for the spin multiplicity: 1.

Version R
The following is a quantum chemistry calculation of a cluster of 2 separate species, CH4O3 in total, from OMol25.

Each line ends with the natural charge from an NBO analysis.
Positions of all 8 atoms, in Å:
1 O 0.53 1.87 2.36  -0.59
2 C 1.38 1.04 2.16  0.63
3 O 1.49 0.43 0.97  -0.67
4 H 2.08 0.84 2.96  0.13
5 H 0.60 0.61 0.56  0.50
6 H -2.02 -1.64 -3.74  0.46
7 H -2.29 -1.86 -2.36  0.46
8 O -1.76 -1.28 -2.91  -0.92

Its net charge is 0. Its HOMO-LUMO gap is 11.58 eV. As for the spin multiplicity: 1.

Version S
The following is a quantum chemistry calculation of a cluster of 2 separate species, CH4O3 in total, from OMol25.

Each line ends with the natural charge from an NBO analysis.
Positions of all 8 atoms, in Å:
1 H -0.52 -0.70 0.28  0.51
2 O -0.62 0.18 1.42  -0.96
3 O -0.11 -1.07 -0.60  -0.69
4 H -0.36 0.09 2.35  0.50
5 H -0.10 0.87 0.95  0.52
6 C 0.42 -0.09 -1.27  0.65
7 H 0.70 -0.32 -2.31  0.12
8 O 0.59 1.04 -0.82  -0.66

Its net charge is 0. Its HOMO-LUMO gap is 11.43 eV. As for the spin multiplicity: 1.

Which structure is most stable, and how do the rest compare? From most to least stable: version S, version R, version Q, version P.

Version P
The following is a quantum chemistry calculation of an isolated molecule of C2H4FP, from OMol25.

Each line ends with the natural charge from an NBO analysis.
Positions of all 8 atoms, in Å:
1 C 0.46 -0.30 -0.10  0.03
2 C -1.17 0.23 -0.02  -0.65
3 F 0.70 -1.65 0.00  -0.34
4 P 1.59 0.89 -0.08  0.31
5 H -1.68 -0.75 -0.35  0.22
6 H -1.46 1.08 -0.63  0.24
7 H -1.28 0.25 1.00  0.22
8 H 2.84 0.26 0.18  -0.04

Its net charge is 0. Its HOMO-LUMO gap is 9.98 eV. As for the spin multiplicity: 1.

Version Q
The following is a quantum chemistry calculation of an isolated molecule of C2H4FP, from OMol25.

Each line ends with the natural charge from an NBO analysis.
Positions of all 8 atoms, in Å:
1 C -0.05 -0.30 0.24  0.07
2 C 0.03 0.98 -0.44  -0.73
3 F 0.42 -0.37 1.55  -0.36
4 P -0.50 -1.76 -0.41  0.30
5 H 0.90 1.63 -0.09  0.25
6 H -0.84 1.65 -0.09  0.25
7 H 0.22 0.65 -1.50  0.26
8 H -0.18 -2.48 0.74  -0.02

Its net charge is 0. Its HOMO-LUMO gap is 9.67 eV. As for the spin multiplicity: 1.

Version R
The following is a quantum chemistry calculation of an isolated molecule of C2H4FP, from OMol25.

Each line ends with the natural charge from an NBO analysis.
Positions of all 8 atoms, in Å:
1 C 0.20 -0.48 0.08  -0.50
2 C 1.35 0.20 0.32  0.21
3 F 2.47 -0.28 -0.20  -0.33
4 P -1.97 -0.46 0.06  0.31
5 H 0.44 -1.24 -0.66  0.19
6 H -1.95 0.94 0.65  0.00
7 H 1.46 1.13 0.81  0.17
8 H -2.00 0.19 -1.07  -0.05

Its net charge is 0. Its HOMO-LUMO gap is 10.23 eV. As for the spin multiplicity: 1.

Which structure is most stable, and how do the rest compare? From most to least stable: version Q, version P, version R.

Version P
The following is a quantum chemistry calculation of a cluster of 4 separate species, C4H12O3 in total, from OMol25.

Each line ends with the natural charge from an NBO analysis.
Positions of all 19 atoms, in Å:
1 C -1.07 -0.60 -1.47  0.32
2 C -0.13 -1.21 -0.54  0.33
3 C -0.46 -1.29 0.84  -0.77
4 C 1.24 -1.44 -0.98  -0.72
5 O -2.18 -0.22 -1.19  -0.43
6 H -0.78 -0.44 -2.51  0.14
7 H 1.71 1.80 0.15  -0.01
8 H 0.27 -1.05 1.63  0.34
9 H -1.22 -0.49 0.99  0.32
10 H -0.89 -2.25 1.17  0.31
11 H 1.58 -2.48 -0.94  0.28
12 H 1.44 -1.09 -1.99  0.24
13 H 1.88 -0.93 -0.25  0.29
14 H -0.29 1.54 2.63  0.43
15 H 1.95 2.50 0.26  0.01
16 O 0.18 1.16 1.88  -1.05
17 H -1.58 1.67 -0.23  0.45
18 H -0.61 2.35 0.72  0.50
19 O -1.05 2.47 -0.16  -0.98

Its net charge is 0. Its HOMO-LUMO gap is 4.67 eV. As for the spin multiplicity: 1.

Version Q
The following is a quantum chemistry calculation of a cluster of 2 separate species, C4H12O3 in total, from OMol25.

Each line ends with the natural charge from an NBO analysis.
Positions of all 19 atoms, in Å:
1 C -1.89 -1.12 -0.97  -0.06
2 O -3.16 -1.02 -1.68  -0.74
3 C -1.67 0.07 -0.06  -0.45
4 C -0.21 0.47 0.13  -0.43
5 C 0.54 0.19 1.51  -0.07
6 O -0.08 0.53 2.87  -0.72
7 H -1.91 -1.95 -0.25  0.18
8 H -1.12 -1.03 -1.80  0.16
9 H -3.65 -1.95 -1.67  0.48
10 H -1.99 -0.35 0.89  0.22
11 H -2.24 0.97 -0.48  0.23
12 H -0.08 1.59 0.05  0.21
13 H 0.36 -0.14 -0.70  0.21
14 H 1.49 0.67 1.46  0.17
15 H 0.75 -0.92 1.65  0.17
16 H -0.54 1.37 2.65  0.46
17 H 5.77 0.94 -1.66  0.47
18 H 4.37 0.89 -1.06  0.47
19 O 5.26 0.76 -0.87  -0.94

Its net charge is 0. Its HOMO-LUMO gap is 11.00 eV. As for the spin multiplicity: 1.

Version R
The following is a quantum chemistry calculation of a cluster of 2 separate species, C4H12O3 in total, from OMol25.

Each line ends with the natural charge from an NBO analysis.
Positions of all 19 atoms, in Å:
1 C 0.83 0.81 -0.87  -0.08
2 O 1.14 1.30 -2.16  -0.72
3 C -0.56 0.18 -0.74  -0.45
4 C -1.19 0.54 0.62  0.11
5 C -2.43 -0.27 0.93  -0.64
6 O -0.23 0.38 1.69  -0.73
7 H 1.47 -0.02 -0.61  0.18
8 H 1.03 1.54 -0.09  0.18
9 H 1.48 0.56 -2.68  0.47
10 H -1.30 0.49 -1.48  0.21
11 H -0.45 -0.90 -0.70  0.20
12 H -1.41 1.61 0.60  0.17
13 H -2.96 0.17 1.77  0.22
14 H -3.09 -0.39 0.08  0.22
15 H -2.19 -1.29 1.24  0.20
16 H -0.34 -0.52 2.02  0.46
17 H 2.93 -2.18 0.48  0.47
18 H 1.68 -2.50 1.23  0.47
19 O 1.98 -2.31 0.34  -0.93

Its net charge is 0. Its HOMO-LUMO gap is 10.22 eV. As for the spin multiplicity: 1.

Which structure is most stable, and how do the rest compare? From most to least stable: version R, version Q, version P.